1.
The following is a DFT calculation (wB97M-V/def2-TZVPD) of C31H33N4O4PdS3 as an isolated structure at a distorted geometry.

XYZ file:
```
76
Properties=species:S:1:pos:R:3:forces:R:3:lowdin_charge:R:1
Pd -0.159692 1.142886 -0.014636 -1.7934 0.8340 -1.2990 0.99
O 2.216908 2.862786 -1.189536 0.4725 0.0990 -0.0087 -0.30
S 1.721908 3.402586 0.060964 -0.5097 0.0055 -0.0778 0.65
O 2.127208 4.732186 0.392564 -0.1282 -0.0639 0.1239 -0.25
N 0.104308 3.169086 0.036564 2.6544 -2.5746 1.3067 -0.23
C -0.836992 4.075686 -0.255936 -1.9368 1.9491 -0.7320 -0.26
C -0.610992 5.443686 -0.453336 0.2113 -1.2685 0.1585 0.00
C -1.673692 6.300286 -0.716836 -0.8575 -0.0507 0.0111 -0.05
C -2.974692 5.850786 -0.752036 0.3337 0.2026 0.0422 -0.03
C -3.260892 4.481486 -0.561036 0.3333 -0.0325 0.0669 -0.15
C -4.564192 3.943886 -0.567836 0.1941 -0.3228 0.0067 0.02
C -4.725892 2.586386 -0.455536 -0.0130 0.2687 -0.0829 -0.03
C -3.595892 1.768286 -0.329336 0.1690 -0.0361 0.0167 -0.13
N -2.371692 2.243486 -0.261036 0.8592 -1.1489 0.1406 0.09
C -2.185192 3.575886 -0.358636 0.7808 1.1235 0.0216 -0.15
C 2.282108 2.287586 1.361864 -0.4522 0.3043 -0.3123 -0.28
C 3.658308 2.236686 1.497164 0.1688 0.0339 -0.0158 -0.07
C 4.229408 1.423586 2.463064 -0.1131 0.0894 -0.2102 -0.04
C 3.415008 0.637986 3.264364 -0.1430 0.0131 0.0481 -0.06
C 2.035708 0.713386 3.145864 -0.0203 -0.0331 -0.1049 -0.07
C 1.451108 1.554586 2.203264 -0.2901 0.2295 0.0397 -0.11
H 0.397908 5.818186 -0.384836 -0.0720 0.0936 -0.0670 0.10
H -1.456492 7.343686 -0.883236 -0.0511 0.1224 -0.0013 0.12
H -3.783992 6.539286 -0.933536 -0.1338 0.0548 -0.0373 0.11
H -5.413792 4.604286 -0.662936 -0.0661 0.0380 -0.0559 0.13
H -5.704792 2.134586 -0.471236 -0.0891 -0.0474 -0.0139 0.11
H -3.698692 0.696886 -0.272336 -0.0107 0.0215 0.0035 0.04
H 4.254808 2.864886 0.852764 0.2285 -0.0058 -0.0049 0.13
H 5.300108 1.408386 2.591364 0.1075 -0.0286 -0.0278 0.12
H 3.853608 -0.009514 4.007464 0.0358 -0.0483 0.0901 0.11
H 1.409008 0.139586 3.810564 -0.0855 -0.0551 0.0865 0.11
H 0.363408 1.720386 2.214064 0.3985 -0.0602 0.0164 0.10
O -2.450892 -2.438414 1.585964 0.6467 -0.9332 0.6641 -0.52
S -3.204692 -1.324814 0.995364 -1.4303 0.0559 -0.4685 0.90
C -4.929892 -1.395714 1.680764 0.3598 0.0830 -0.3415 -0.28
C -5.758292 -2.233514 0.725264 -0.0617 0.0476 -0.1553 -0.23
C -5.302692 -1.835414 -0.675336 -0.0820 -0.1592 0.0513 -0.24
C -3.788992 -1.942514 -0.660036 0.0114 0.4981 0.2349 -0.30
H -5.278392 -0.365114 1.722064 -0.0777 0.0994 0.0796 0.08
H -4.863992 -1.810814 2.682164 0.1753 0.0945 0.0967 0.10
H -6.827692 -2.066014 0.861964 0.0460 -0.0613 0.0721 0.12
H -5.545792 -3.289514 0.893864 -0.0744 -0.0602 -0.0005 0.12
H -5.609292 -0.809314 -0.888036 -0.0669 0.0439 -0.0556 0.10
H -5.731892 -2.480514 -1.441836 -0.0097 0.0524 -0.0459 0.12
H -3.300692 -1.368414 -1.445536 0.0440 0.0005 -0.0487 0.07
H -3.455492 -2.977314 -0.706836 0.1322 -0.0540 0.1552 0.10
C 4.269308 0.193586 -1.437136 -0.3554 -0.0863 0.0786 -0.05
C 3.001908 -0.450414 -0.895036 0.4549 -0.4682 0.3054 -0.28
O 1.839208 0.259786 -1.304836 -0.5701 1.1035 0.0302 -0.14
H 5.131408 -0.436114 -1.235536 0.0822 -0.0682 0.0464 0.08
H 4.418508 1.162286 -0.967036 0.1043 0.0991 -0.0243 0.06
H 4.190608 0.340686 -2.512636 0.0209 -0.0271 -0.0846 0.09
H 3.044208 -0.494214 0.205964 -0.0457 -0.0350 -0.1893 0.11
H 2.893208 -1.471614 -1.278636 0.0263 0.0677 0.1221 0.11
H 2.113808 1.192286 -1.483736 -0.1671 -0.3632 0.0287 0.03
S 1.170808 -5.160614 -0.260436 0.2125 0.2525 -0.1200 1.01
C 0.558608 -3.480314 -0.212736 0.0847 -0.2586 0.2607 -0.49
C 0.155108 -2.837814 -1.376336 -0.3645 0.2857 0.1623 -0.04
C -0.340792 -1.550914 -1.280136 -0.0673 -0.2786 -0.6639 -0.13
N -0.436992 -0.904214 -0.117036 0.7337 0.4837 0.5127 -0.10
C -0.061392 -1.531914 0.997764 0.0422 -0.3045 0.4664 -0.16
C 0.440808 -2.821714 0.999864 -0.0891 0.1050 -0.2432 -0.05
C 2.858708 -4.744814 -0.739736 -0.4697 -0.2059 0.1465 -0.51
C 3.795208 -4.481214 0.245164 0.1690 0.0306 -0.1163 -0.08
C 5.093608 -4.206414 -0.163836 -0.3115 -0.0235 0.3558 -0.14
N 5.455008 -4.182214 -1.431336 0.8044 0.1896 -0.1897 0.07
C 4.559208 -4.440414 -2.361836 -0.4304 -0.0869 -0.1993 -0.13
C 3.231708 -4.733214 -2.072636 0.1557 0.0390 0.0613 -0.08
H 0.204508 -3.348514 -2.325036 -0.0226 0.0700 -0.1091 0.12
H -0.680692 -1.022614 -2.163936 0.1625 0.0710 0.0603 0.13
H -0.201992 -0.993914 1.929864 0.1102 -0.0332 -0.1407 0.11
H 0.696708 -3.316514 1.923664 0.0212 0.0524 0.0651 0.12
H 3.529608 -4.505514 1.290264 -0.0238 -0.0187 0.0909 0.10
H 5.874408 -4.009614 0.556664 0.0473 0.0378 0.1456 0.11
H 4.915708 -4.423314 -3.381836 -0.0348 -0.0008 -0.1462 0.11
H 2.525408 -4.956914 -2.855636 -0.0748 -0.0430 -0.0776 0.10
```
Positions in Å, forces in eV/Å.

Calculated values
- Highest occupied orbital energy (spin up / spin down): -10.438 / -10.438 eV
- HOMO-LUMO gap (spin up / spin down): 5.50 / 5.50 eV
- Total charge: +1
- Lowest unoccupied orbital energy (spin up / spin down): -4.94 / -4.94 eV



2.
The following is a DFT calculation (wB97M-V/def2-TZVPD) of C31H33N7OPPdS2 as an isolated structure at a distorted geometry.

XYZ file:
```
76
Properties=species:S:1:pos:R:3:forces:R:3:lowdin_charge:R:1
Pd 1.825925 1.688012 -0.038377 1.3657 0.7387 -0.2501 0.76
C -1.769392 4.625023 -2.475762 -0.0078 0.0053 -0.0035 -0.42
S -1.235746 5.143771 -0.837658 0.1166 0.0701 0.0503 0.88
C 0.159196 4.137811 -0.539940 -0.1328 0.0053 0.0384 -1.10
S 0.751435 3.047197 -1.736493 -0.1625 -0.3404 -0.1986 0.62
N 0.716394 4.330647 0.620180 -0.1433 -0.0211 0.0274 -0.07
N 1.792113 3.500087 0.782116 0.2125 -0.2039 -0.6818 -0.17
C 2.862812 3.979952 1.302358 -0.3003 -0.1378 0.1187 -0.03
C 4.036514 3.131613 1.395392 0.1827 0.0656 0.0239 -0.25
C 5.186312 3.528803 2.064808 -0.0343 -0.0925 -0.1109 0.01
C 6.272989 2.668021 2.078580 -0.0274 0.0050 -0.0172 -0.03
C 6.171198 1.448118 1.430899 -0.0643 0.0215 -0.0493 -0.03
C 4.983111 1.130152 0.785841 0.1439 -0.0154 -0.0197 -0.11
N 3.944305 1.953728 0.757587 -0.4133 -0.4999 0.3334 0.04
H -2.640040 5.240928 -2.693733 -0.0201 0.0067 0.0021 0.04
H -2.052067 3.575598 -2.482678 0.0043 -0.0302 0.0026 0.02
H -1.001303 4.816232 -3.219599 0.0048 0.0054 -0.0041 0.03
H 2.889427 5.017571 1.612099 -0.1514 -0.0159 0.1167 0.15
H 5.219645 4.487061 2.562903 -0.0012 0.0278 -0.0062 0.12
H 7.185819 2.948051 2.585999 -0.0027 -0.0109 0.0212 0.12
H 6.992042 0.746207 1.424294 0.0067 -0.0105 -0.0114 0.11
H 4.861884 0.186167 0.271292 -0.0115 -0.0336 0.0294 0.10
C -0.036031 -3.204321 -2.897447 0.0289 -0.0364 -0.0145 -0.07
C 1.061476 -4.184305 -2.503913 0.0387 -0.0258 -0.0203 -0.40
C 0.695769 -4.946920 -1.235309 -0.0035 0.0225 0.0357 -0.07
C 2.427097 -3.497824 -2.365891 -0.0066 -0.1406 -0.1188 -0.09
N 2.372630 -2.281654 -1.561181 -0.0261 0.3048 -0.0691 -0.08
C 2.174019 -1.017388 -1.937733 0.0189 -0.0717 0.0674 -0.10
N 2.145848 -0.285830 -0.849293 -0.4442 0.7851 0.5295 -0.08
N 2.314677 -1.123267 0.196316 0.1330 0.0067 -0.0060 0.01
N 2.456356 -2.313756 -0.226801 0.0222 -0.2959 0.0966 0.10
H -0.965041 -3.741529 -3.084345 -0.0179 0.0027 -0.0138 0.09
H 0.210953 -2.652945 -3.807434 0.0126 0.0401 -0.0139 0.08
H -0.238054 -2.485317 -2.100684 -0.0088 -0.0094 0.0150 0.06
H 1.194615 -4.898870 -3.322546 -0.0190 -0.0119 0.0480 0.14
H 0.738692 -4.299643 -0.357424 -0.0373 0.0165 0.0112 0.06
H 1.370947 -5.785892 -1.068929 0.0388 -0.0108 0.0283 0.08
H -0.318270 -5.339009 -1.307303 -0.0105 -0.0354 -0.0190 0.08
H 2.829093 -3.209259 -3.337858 -0.0411 0.0075 0.0279 0.13
H 3.143697 -4.154510 -1.874580 0.0184 0.0076 -0.0496 0.13
H 2.062090 -0.678866 -2.951309 -0.0040 0.0397 -0.0503 0.15
O -0.266130 1.291966 0.912732 0.1731 0.0556 -0.0013 -0.40
P -1.443787 0.377161 0.874137 -0.2321 -0.1042 0.2585 0.79
C -1.054806 -1.225566 1.597898 -0.0137 0.0807 -0.0077 -0.29
C -1.626141 -2.416636 1.165212 -0.0705 -0.0301 -0.0968 -0.08
C -1.324901 -3.605316 1.812009 0.0051 -0.0739 -0.0114 -0.08
C -0.442430 -3.608899 2.881316 0.0353 0.0166 0.0228 -0.07
C 0.145196 -2.423658 3.305660 -0.0145 -0.0092 -0.0154 -0.07
C -0.162892 -1.232883 2.669274 0.0180 -0.0117 0.0029 -0.08
C -2.819250 1.068910 1.799072 0.0317 -0.0529 -0.0378 -0.28
C -3.635563 0.300125 2.620971 0.0117 -0.0608 0.0007 -0.07
C -4.708273 0.888715 3.273447 -0.0299 0.0090 0.0373 -0.07
C -4.960877 2.241872 3.108937 -0.0187 0.0177 0.0009 -0.07
C -4.139873 3.014352 2.297109 -0.0072 0.0012 0.0220 -0.06
C -3.070157 2.431197 1.640998 0.0377 0.0230 -0.0169 -0.06
C -2.079945 0.051564 -0.777293 0.0353 -0.0542 0.0246 -0.27
C -1.221833 0.115159 -1.869212 0.0809 0.0387 -0.0039 -0.12
C -1.679524 -0.207176 -3.135865 -0.0385 0.0460 -0.0682 -0.09
C -2.997115 -0.601218 -3.318374 0.0173 -0.0064 -0.0242 -0.07
C -3.861432 -0.654516 -2.234226 -0.0270 0.0061 -0.0046 -0.06
C -3.405928 -0.324675 -0.967251 -0.1176 -0.0029 -0.0242 -0.07
H -2.307698 -2.421163 0.322289 0.0020 -0.0006 0.0266 0.10
H -1.779846 -4.529196 1.480100 0.0007 -0.0153 -0.0041 0.11
H -0.209974 -4.537276 3.385174 0.0111 -0.0199 0.0104 0.11
H 0.839894 -2.428439 4.134183 0.0122 -0.0038 0.0214 0.11
H 0.291853 -0.304474 2.990799 0.0052 0.0139 0.0042 0.11
H -3.431643 -0.754619 2.760624 -0.0011 -0.0063 -0.0012 0.11
H -5.340776 0.292439 3.916542 -0.0165 -0.0122 0.0092 0.11
H -5.797271 2.699351 3.620222 -0.0067 0.0070 0.0104 0.11
H -4.329244 4.072541 2.182206 -0.0125 0.0288 -0.0101 0.11
H -2.418942 3.033910 1.018392 0.0017 0.0003 -0.0079 0.08
H -0.203230 0.450214 -1.726398 -0.0790 -0.0059 0.0237 0.02
H -1.011743 -0.139663 -3.985542 -0.0044 0.0071 -0.0186 0.11
H -3.354511 -0.856579 -4.306870 -0.0117 0.0121 -0.0227 0.11
H -4.894629 -0.938374 -2.377219 -0.0275 -0.0254 -0.0044 0.11
H -4.089708 -0.348770 -0.127499 -0.0068 -0.0030 0.0100 0.11
```
Positions in Å, forces in eV/Å.

Calculated values
- Highest occupied orbital energy (spin up / spin down): -10.544 / -10.542 eV
- HOMO-LUMO gap (spin up / spin down): 7.07 / 7.02 eV
- Total charge: +1
- Lowest unoccupied orbital energy (spin up / spin down): -3.48 / -3.52 eV



3.
The following is a DFT calculation (wB97M-V/def2-TZVPD) of C31H33N8ORuS2 as an isolated structure at a distorted geometry.

XYZ file:
```
76
Properties=species:S:1:pos:R:3:forces:R:3:lowdin_charge:R:1
Ru 0.342896 0.369857 -0.123115 0.0695 -0.1858 0.0118 0.92
N -1.573808 1.050531 0.545982 -0.3613 0.1070 0.3529 0.01
C -1.785669 1.696963 1.824890 0.0451 0.0418 -0.0424 -0.24
C -3.018743 1.508754 2.437773 -0.0350 0.0533 -0.0103 -0.04
C -3.330950 2.130754 3.634545 -0.0246 -0.0439 -0.0421 -0.08
C -2.389005 2.960099 4.219399 0.0277 0.0077 0.0011 -0.08
C -1.151653 3.121525 3.621466 -0.0146 0.0038 0.0291 -0.03
C -0.800039 2.495903 2.418458 -0.0580 -0.0211 0.0206 -0.12
C 0.630859 2.550160 2.005906 0.1460 0.1333 0.0970 -0.19
C 1.423139 3.646156 2.403405 -0.0405 -0.2251 -0.0601 -0.05
C 2.807596 3.613539 2.320181 -0.0425 0.0256 0.0015 -0.09
C 3.442159 2.431124 1.942052 -0.3396 0.5468 0.4187 -0.09
C 2.637839 1.383628 1.558216 0.3478 -1.1283 -0.6779 -0.18
C 1.247818 1.429941 1.413976 0.0382 0.6621 -0.1366 -0.23
H -2.227234 0.259147 0.466114 0.0874 0.0220 -0.0401 0.06
H -1.862736 1.719879 -0.160898 0.0392 -0.0499 0.0281 0.07
H -3.741360 0.862155 1.955483 -0.0416 -0.0352 -0.0316 0.10
H -4.294902 1.969961 4.097983 -0.0131 -0.0036 0.0022 0.10
H -2.602719 3.457117 5.156012 0.0061 0.0117 0.0143 0.10
H -0.404108 3.711288 4.131911 0.0129 0.0020 0.0218 0.11
H 0.952246 4.547943 2.775034 -0.0450 0.0053 -0.0256 0.10
H 3.376993 4.495191 2.586245 0.0230 -0.0099 -0.0079 0.10
H 4.520949 2.349637 1.921515 0.0030 -0.0392 0.0785 0.10
H 3.108859 0.451286 1.249352 0.1386 0.1281 -0.0883 0.07
C -0.266380 -0.818726 3.469761 -0.0366 -0.0027 0.0322 0.04
C -0.475253 -1.510060 2.153776 -0.1115 -0.1578 -0.0014 -0.48
O 0.264103 -1.342969 1.176223 0.0324 0.2301 0.0753 -0.14
N -1.505235 -2.366079 2.068440 0.0564 0.0986 -0.0031 0.10
C -1.817518 -3.064989 0.834095 0.0529 -0.1035 -0.0031 -0.11
C -3.178175 -2.726230 0.283939 -0.0274 0.0895 -0.0052 -0.26
C -4.061153 -3.721923 -0.107967 0.0342 -0.0072 -0.0169 -0.01
C -5.271176 -3.364613 -0.680645 0.0074 -0.0142 -0.0005 -0.05
C -5.564439 -2.021765 -0.836267 0.0071 -0.0002 0.0025 -0.06
C -4.627694 -1.096395 -0.404767 -0.0438 0.0117 -0.0140 -0.13
N -3.463764 -1.428723 0.142958 0.0874 0.0610 0.0799 0.10
H 0.754839 -0.453454 3.524740 0.0063 -0.0040 -0.0224 0.09
H -0.474480 -1.492352 4.300701 0.0101 -0.0098 0.0146 0.09
H -0.942990 0.034925 3.540727 0.0304 -0.0248 0.0299 0.08
H -2.097689 -2.483120 2.874179 0.0143 -0.0596 -0.0001 0.15
H -1.720839 -4.142007 0.982020 -0.0677 0.0120 0.0163 0.13
H -1.064313 -2.758682 0.103470 -0.0129 -0.0237 0.0211 0.07
H -3.792433 -4.761181 0.023740 -0.0034 -0.0161 0.0023 0.11
H -5.969856 -4.125680 -1.001296 -0.0133 -0.0002 -0.0039 0.11
H -6.491314 -1.690610 -1.281532 -0.0146 -0.0035 -0.0101 0.11
H -4.823135 -0.034231 -0.512029 0.0080 0.0161 0.0093 0.11
S -0.459005 -1.098409 -1.911808 0.0544 -0.0700 -0.1269 0.59
C 1.200463 -0.981030 -2.443761 -0.1553 0.0379 0.0713 -1.06
S 2.270674 -0.575958 -1.153717 0.1095 -0.1081 -0.0137 0.63
C 1.575063 -1.054985 -3.769896 -0.0431 0.0487 0.2464 -0.38
C 2.895160 -0.708457 -4.164606 0.0286 -0.1419 -0.1530 -0.25
N 3.948638 -0.394518 -4.511534 0.0714 -0.0222 0.0176 0.15
C 0.615595 -1.322876 -4.783811 -0.0161 0.0098 -0.1120 -0.28
N -0.165728 -1.508804 -5.610071 -0.0350 -0.0115 -0.0288 0.14
C 3.705419 2.858095 -3.532585 -0.0232 0.0138 0.0368 -0.15
C 3.825387 2.699648 -2.029726 0.0750 0.0095 -0.0774 -0.17
N 2.509814 2.493545 -1.445323 -0.0651 0.1198 0.0973 0.08
C 1.341954 2.474251 -2.098683 0.2293 -0.0301 -0.0756 -0.35
N 0.294908 1.889130 -1.518912 -0.2321 0.0017 0.1258 -0.09
C -1.001166 2.147391 -2.149417 -0.0016 -0.0590 -0.1863 -0.26
C -0.904719 2.156930 -3.663161 0.0230 0.0173 0.0249 -0.15
C 0.076828 3.226197 -4.076567 -0.0456 -0.0273 -0.0195 -0.14
N 1.299910 3.086788 -3.305382 -0.0736 0.0300 0.0804 -0.03
C 2.500355 3.735965 -3.812103 0.0460 0.0551 -0.0752 -0.14
H 3.565406 1.885327 -4.008200 0.0403 0.0994 0.0371 0.08
H 4.613075 3.305874 -3.936526 -0.0027 0.0044 -0.0021 0.12
H 4.273266 3.594517 -1.586490 -0.0017 -0.0270 0.0106 0.12
H 4.450709 1.841516 -1.776256 -0.0152 -0.0112 -0.0320 0.12
H 2.482688 1.992597 -0.571709 -0.0143 0.0034 0.0866 0.04
H -1.431682 3.093563 -1.786117 0.0464 0.0061 -0.0251 0.13
H -1.674258 1.333327 -1.891372 0.0016 -0.0206 -0.0297 0.05
H -1.883887 2.343291 -4.104416 -0.0007 0.0277 -0.0248 0.12
H -0.567315 1.173483 -3.995878 0.0085 -0.0102 -0.0112 0.10
H -0.354006 4.222872 -3.918097 0.0190 0.0084 -0.0053 0.13
H 0.333123 3.145346 -5.134272 -0.0063 -0.0444 0.0116 0.13
H 2.625811 4.728966 -3.362677 -0.0168 -0.0053 0.0189 0.13
H 2.359211 3.875094 -4.883802 0.0110 -0.0041 0.0154 0.12
```
Positions in Å, forces in eV/Å.

Calculated values
- Highest occupied orbital energy (spin up / spin down): -7.173 / -7.124 eV
- HOMO-LUMO gap (spin up / spin down): 7.39 / 6.73 eV
- Total charge: 0
- Lowest unoccupied orbital energy (spin up / spin down): 0.21 / -0.40 eV
- 2S+1: 2



Sequential calculated total energy output: -3043.246289 -2925.058277 -2605.721912 Eh
Sequential relative energy (zero: lowest compared OMol25 entry of this formula, charge and spin) output: 45.3 29.4 0.0 kcal/mol
Sequential molar mass output: 728.25 721.18 698.86 g/mol